The following is a quantum chemistry calculation of a molecular structure, C4H12NO2PS, from the Open Molecules 2025 dataset.

Atoms and positions in Å:
1 C -1.233 -1.038 -0.297
2 C -0.141 1.041 -1.368
3 C 1.352 -0.148 3.060
4 C -0.289 -0.449 -1.377
5 N -0.555 1.861 2.001
6 O -2.368 -0.184 2.185
7 O 0.004 -0.569 2.797
8 P -1.077 0.366 2.117
9 S 1.330 -1.120 -1.135
10 H -1.417 -2.125 -0.307
11 H -0.765 -0.803 0.768
12 H -2.144 -0.399 -0.284
13 H -0.206 1.427 -0.345
14 H -0.911 1.583 -2.014
15 H 0.927 1.500 -1.689
16 H 1.853 -0.289 4.072
17 H 1.352 0.903 2.767
18 H 1.904 -0.695 2.309
19 H -0.558 -0.845 -2.395
20 H -1.052 2.479 1.475
21 H 0.738 -2.344 -0.711

Computed properties:
Gap between HOMO and LUMO, eV: 9.51
E_HOMO, eV: -9.3
Lowest unoccupied orbital energy, eV: 0.3

The following is a quantum chemistry calculation of 7 unconnected molecules or ions with the total composition C32H74Br2NO7S, from the Open Molecules 2025 dataset.

Atoms and positions in Å:
1 C 6.148 8.722 -0.730
2 C 5.809 9.376 -2.195
3 Br 6.280 11.354 -2.031
4 C 4.233 9.293 -2.645
5 Br 4.120 9.454 -4.654
6 S 3.353 7.710 -2.157
7 C 3.921 6.227 -3.157
8 C 4.642 5.043 -2.219
9 N 5.933 5.130 -1.740
10 C 1.544 7.988 -2.611
11 C 0.582 7.896 -1.109
12 C -0.998 8.583 -1.240
13 O -0.664 6.968 -1.164
14 H 7.255 9.056 -0.435
15 H 6.143 7.552 -0.715
16 H 5.464 9.119 0.151
17 H 6.537 8.972 -3.050
18 H 3.652 10.223 -2.197
19 H 2.966 5.719 -3.661
20 H 4.712 6.576 -3.960
21 H 3.998 4.070 -1.972
22 H 6.171 4.263 -1.171
23 H 1.091 7.185 -3.330
24 H 1.458 9.094 -2.979
25 H 1.200 8.051 -0.026
26 H -0.583 9.125 -2.223
27 H -1.913 8.181 -1.809
28 C 6.000 2.053 1.505
29 C 4.596 2.267 0.963
30 O 4.445 1.862 -0.396
31 C 4.702 0.489 -0.681
32 C 3.796 -0.466 0.078
33 H 6.733 2.594 0.894
34 H 6.069 2.412 2.538
35 H 6.284 0.999 1.499
36 H 4.364 3.336 1.000
37 H 3.850 1.769 1.591
38 H 5.757 0.258 -0.503
39 H 4.534 0.355 -1.756
40 H 3.925 -0.381 1.159
41 H 4.010 -1.501 -0.207
42 H 2.744 -0.253 -0.143
43 C -3.002 4.666 -1.825
44 C -4.276 5.363 -1.378
45 O -4.603 6.507 -2.164
46 C -4.824 6.280 -3.554
47 C -5.965 5.317 -3.835
48 H -2.155 5.362 -1.801
49 H -2.780 3.818 -1.168
50 H -3.082 4.285 -2.845
51 H -4.141 5.717 -0.351
52 H -5.120 4.667 -1.355
53 H -3.897 5.946 -4.033
54 H -5.066 7.253 -3.997
55 H -5.774 4.325 -3.422
56 H -6.114 5.209 -4.914
57 H -6.894 5.685 -3.388
58 C 2.630 -2.513 4.902
59 C 3.741 -1.657 4.316
60 O 3.278 -0.433 3.752
61 C 2.609 0.461 4.639
62 C 3.470 0.910 5.807
63 H 1.878 -2.740 4.137
64 H 3.036 -3.454 5.288
65 H 2.117 -2.009 5.724
66 H 4.222 -2.214 3.505
67 H 4.521 -1.461 5.058
68 H 1.671 0.015 4.987
69 H 2.330 1.341 4.047
70 H 3.773 0.072 6.439
71 H 2.922 1.621 6.433
72 H 4.384 1.394 5.445
73 C 2.633 -7.531 2.277
74 C 1.548 -6.627 2.840
75 O 1.935 -5.258 2.923
76 C 2.286 -4.623 1.695
77 C 1.159 -4.613 0.676
78 H 3.544 -7.459 2.883
79 H 2.296 -8.573 2.269
80 H 2.900 -7.258 1.254
81 H 1.318 -6.950 3.861
82 H 0.619 -6.724 2.271
83 H 3.191 -5.079 1.280
84 H 2.548 -3.587 1.941
85 H 0.860 -5.624 0.387
86 H 1.470 -4.083 -0.229
87 H 0.275 -4.116 1.089
88 C -3.104 -8.078 -1.277
89 C -2.441 -7.375 -0.104
90 O -1.983 -6.061 -0.415
91 C -2.974 -5.127 -0.838
92 C -4.062 -4.890 0.195
93 H -2.414 -8.137 -2.128
94 H -3.404 -9.092 -0.994
95 H -3.997 -7.549 -1.617
96 H -1.560 -7.950 0.197
97 H -3.103 -7.348 0.766
98 H -3.401 -5.440 -1.797
99 H -2.454 -4.181 -1.027
100 H -4.621 -5.802 0.418
101 H -4.773 -4.141 -0.166
102 H -3.626 -4.536 1.135
103 C -8.204 -9.207 -1.215
104 C -7.541 -8.504 -0.042
105 O -7.083 -7.190 -0.353
106 C -8.074 -6.257 -0.777
107 C -9.162 -6.020 0.257
108 H -7.514 -9.267 -2.066
109 H -8.504 -10.222 -0.932
110 H -9.097 -8.678 -1.556
111 H -6.660 -9.080 0.259
112 H -8.203 -8.477 0.828
113 H -8.501 -6.569 -1.736
114 H -7.554 -5.310 -0.965
115 H -9.721 -6.932 0.479
116 H -9.873 -5.270 -0.104
117 H -8.726 -5.665 1.197

Computed properties:
Gap between HOMO and LUMO, eV: 6.73
E_HOMO, eV: -10.6
Lowest unoccupied orbital energy, eV: -3.9
Net charge: +1

The following is a quantum chemistry calculation of a single C12H28NO2PS2 molecule, from the Open Molecules 2025 dataset.

Atoms and positions in Å:
1 C -2.821 2.272 -1.780
2 C -1.313 2.511 -1.500
3 O -0.530 2.364 -2.679
4 C 0.512 1.407 -2.504
5 C 1.691 2.030 -1.701
6 O 2.464 1.014 -1.067
7 P 2.232 1.003 0.675
8 C 2.007 1.025 2.574
9 C 0.532 1.170 3.033
10 C -0.347 -0.084 2.632
11 S 0.689 -1.592 2.460
12 C -0.253 -2.906 1.617
13 S -0.806 -4.167 2.556
14 N -0.502 -2.973 0.219
15 C -1.910 -2.750 -0.141
16 C -2.310 -1.266 -0.427
17 C 0.438 -2.185 -0.577
18 C 1.836 -2.873 -0.709
19 H -3.353 2.092 -0.833
20 H -2.965 1.415 -2.459
21 H -3.231 3.162 -2.286
22 H -1.198 3.563 -1.165
23 H -0.954 1.856 -0.680
24 H 0.874 1.138 -3.513
25 H 0.134 0.467 -2.052
26 H 2.341 2.570 -2.412
27 H 1.354 2.765 -0.940
28 H 2.948 2.236 0.728
29 H 0.829 1.024 0.438
30 H 2.972 -0.216 0.713
31 H 2.550 1.930 2.925
32 H 2.533 0.176 3.052
33 H 0.088 2.041 2.516
34 H 0.435 1.292 4.126
35 H -1.129 -0.264 3.393
36 H -0.876 0.183 1.701
37 H -2.145 -3.362 -1.032
38 H -2.566 -3.136 0.655
39 H -3.263 -1.081 0.111
40 H -2.547 -1.094 -1.491
41 H -1.599 -0.518 -0.049
42 H 0.062 -2.078 -1.613
43 H 0.615 -1.155 -0.210
44 H 2.426 -2.227 -1.384
45 H 2.381 -2.922 0.246
46 H 1.674 -3.861 -1.164

Computed properties:
SMILES: CCOCCO[PH3]CCCSC(=S)N(CC)CC
Gap between HOMO and LUMO, eV: 7.84
E_HOMO, eV: -8.3
Lowest unoccupied orbital energy, eV: -0.4

The following is a quantum chemistry calculation of 10 unconnected molecules or ions with the total composition C44H114N6O20, from the Open Molecules 2025 dataset.

Atoms and positions in Å:
1 C -6.466 15.193 -10.585
2 C -7.863 15.077 -11.299
3 O -8.865 15.720 -10.464
4 O -6.463 14.516 -9.375
5 H -6.248 16.244 -10.394
6 H -5.615 14.826 -11.160
7 H -8.028 14.019 -11.499
8 H -7.904 15.461 -12.319
9 H -9.749 15.437 -10.711
10 H -7.282 14.804 -8.966
11 C -14.786 12.795 -15.522
12 C -13.553 11.913 -15.161
13 O -13.835 10.569 -14.851
14 O -15.187 12.294 -16.827
15 H -14.614 13.865 -15.640
16 H -15.601 12.595 -14.826
17 H -13.098 12.353 -14.274
18 H -12.841 11.928 -15.987
19 H -12.972 10.150 -14.848
20 H -14.959 11.365 -16.909
21 C -10.591 10.925 -13.267
22 C -9.482 10.507 -12.265
23 O -8.218 10.160 -12.850
24 O -10.912 9.842 -14.141
25 H -10.327 11.772 -13.900
26 H -11.474 11.162 -12.673
27 H -9.796 9.774 -11.522
28 H -9.267 11.422 -11.713
29 H -8.330 9.392 -13.415
30 H -10.141 9.604 -14.660
31 C -17.980 9.687 -12.725
32 C -16.810 10.372 -12.031
33 O -17.403 11.418 -11.355
34 O -18.562 8.719 -11.856
35 H -17.692 9.124 -13.613
36 H -18.821 10.328 -12.988
37 H -16.053 10.770 -12.706
38 H -16.339 9.754 -11.266
39 H -18.115 10.956 -10.907
40 H -19.128 8.134 -12.366
41 C -15.200 13.660 -6.931
42 O -15.359 13.101 -5.604
43 C -14.312 12.176 -5.250
44 C -12.955 12.777 -4.901
45 N -13.337 13.799 -3.941
46 C -12.255 14.733 -3.705
47 C -12.615 15.933 -2.831
48 O -13.770 16.417 -3.486
49 C -14.400 17.426 -2.747
50 H -16.007 14.386 -7.031
51 H -15.252 12.923 -7.732
52 H -14.235 14.133 -7.112
53 H -14.196 11.471 -6.073
54 H -14.691 11.504 -4.480
55 H -12.468 13.356 -5.685
56 H -12.221 12.070 -4.515
57 H -14.149 14.272 -4.313
58 H -11.813 15.082 -4.638
59 H -11.444 14.281 -3.134
60 H -11.747 16.593 -2.850
61 H -12.820 15.689 -1.789
62 H -13.770 18.281 -2.502
63 H -14.846 17.064 -1.820
64 H -15.225 17.802 -3.353
65 C -11.005 14.942 -21.049
66 O -12.045 15.681 -20.468
67 C -13.279 14.959 -20.497
68 C -14.441 15.898 -20.454
69 N -14.306 16.764 -19.247
70 C -14.621 16.083 -17.965
71 C -14.677 17.049 -16.742
72 O -13.362 17.440 -16.281
73 C -13.507 18.323 -15.133
74 H -10.934 15.000 -22.135
75 H -11.024 13.880 -20.803
76 H -10.092 15.360 -20.625
77 H -13.442 14.142 -19.793
78 H -13.434 14.478 -21.462
79 H -15.421 15.425 -20.516
80 H -14.448 16.583 -21.302
81 H -13.373 17.124 -19.109
82 H -13.898 15.300 -17.735
83 H -15.550 15.514 -18.005
84 H -15.217 16.533 -15.948
85 H -15.241 17.957 -16.956
86 H -12.526 18.781 -15.006
87 H -13.902 17.882 -14.218
88 H -14.197 19.148 -15.309
89 C -7.071 12.848 -14.400
90 O -7.232 13.029 -15.827
91 C -6.059 12.786 -16.621
92 C -6.285 12.726 -18.133
93 N -7.275 13.701 -18.434
94 C -6.780 15.076 -18.672
95 C -7.769 16.195 -18.430
96 O -7.763 16.443 -17.055
97 C -8.849 17.314 -16.651
98 H -6.661 11.859 -14.192
99 H -8.028 12.987 -13.898
100 H -6.381 13.588 -13.996
101 H -5.738 11.783 -16.337
102 H -5.220 13.471 -16.501
103 H -6.639 11.717 -18.343
104 H -5.354 12.901 -18.673
105 H -7.792 13.788 -17.571
106 H -6.361 15.016 -19.676
107 H -5.933 15.360 -18.048
108 H -8.674 15.720 -18.809
109 H -7.600 17.097 -19.019
110 H -9.023 17.407 -15.579
111 H -9.780 16.867 -17.000
112 H -8.797 18.339 -17.016
113 C -13.919 21.015 -12.947
114 O -14.605 19.931 -12.353
115 C -13.885 19.191 -11.424
116 C -14.797 18.168 -10.687
117 N -15.141 17.019 -11.584
118 C -15.961 16.064 -10.863
119 C -16.727 15.163 -11.845
120 O -17.721 15.902 -12.546
121 C -19.060 15.683 -12.205
122 H -14.105 21.930 -12.385
123 H -14.351 21.171 -13.936
124 H -12.837 20.930 -13.052
125 H -13.457 19.857 -10.675
126 H -13.075 18.647 -11.909
127 H -15.614 18.726 -10.230
128 H -14.141 17.878 -9.867
129 H -15.680 17.356 -12.369
130 H -16.714 16.624 -10.309
131 H -15.285 15.423 -10.297
132 H -17.204 14.375 -11.262
133 H -16.080 14.628 -12.540
134 H -19.304 15.971 -11.183
135 H -19.423 14.694 -12.481
136 H -19.463 16.443 -12.876
137 C -13.418 11.086 -10.916
138 O -12.444 12.046 -10.616
139 C -12.984 13.195 -10.160
140 C -11.878 14.274 -10.264
141 N -11.171 14.512 -11.570
142 C -12.099 15.126 -12.564
143 C -11.553 15.351 -13.867
144 O -11.107 14.100 -14.456
145 C -10.397 14.273 -15.671
146 H -14.099 11.018 -10.068
147 H -13.048 10.087 -11.148
148 H -13.879 11.420 -11.846
149 H -13.289 13.038 -9.125
150 H -13.837 13.517 -10.758
151 H -11.051 14.039 -9.595
152 H -12.291 15.226 -9.933
153 H -11.245 13.550 -11.868
154 H -12.574 16.003 -12.125
155 H -12.973 14.485 -12.684
156 H -10.691 16.014 -13.794
157 H -12.339 15.873 -14.413
158 H -9.610 15.020 -15.565
159 H -11.122 14.504 -16.451
160 H -9.842 13.377 -15.950
161 C -14.019 5.091 -8.854
162 O -13.391 5.765 -7.752
163 C -14.139 6.036 -6.631
164 C -13.760 7.462 -6.204
165 N -12.398 7.542 -5.552
166 C -11.997 8.926 -5.456
167 C -11.520 9.626 -6.765
168 O -11.262 11.001 -6.581
169 C -10.613 11.523 -7.761
170 H -14.820 5.678 -9.302
171 H -14.411 4.092 -8.662
172 H -13.293 4.971 -9.658
173 H -13.874 5.376 -5.805
174 H -15.213 5.939 -6.788
175 H -14.422 7.790 -5.403
176 H -13.854 8.194 -7.006
177 H -11.762 6.964 -6.083
178 H -11.160 9.067 -4.772
179 H -12.780 9.592 -5.092
180 H -12.368 9.532 -7.442
181 H -10.654 9.115 -7.187
182 H -10.662 12.610 -7.690
183 H -11.131 11.141 -8.640
184 H -9.652 11.029 -7.902

Computed properties:
SMILES: COCCNCCOC.COCCNCCOC.COCCNCCOC.COCCNCCOC.COCCNCCOC.COCCNCCOC.OCCO.OCCO.OCCO.OCCO
Gap between HOMO and LUMO, eV: 8.59
E_HOMO, eV: -8.4
Lowest unoccupied orbital energy, eV: 0.2

- The highest gap between HOMO and LUMO belongs to which entry?
  C4H12NO2PS

- The lowest E_HOMO belongs to which entry?
  C32H74Br2NO7S

- What is the formula in the third record?
  C12H28NO2PS2

- What is the lowest unoccupied orbital energy in the second record?
  -3.9 eV